# 1
Entry from the OMol25 dataset: a cluster of 2 separate species, C4H13N2O in total in a non-equilibrium geometry (ωB97M-V/def2-TZVPD).

Last column: Mulliken charge in e.
Geometry (Å):
C (-2.18875, -0.69922, 1.96898)  -1.2359
C (-1.35486, -1.43070, 0.94445)  -0.4913
C (-0.12436, -0.68365, 0.51607)  -0.4006
N (1.06087, 0.67633, -1.96478)  -0.2784
C (-0.23494, 0.52221, -1.73019)  0.0318
N (-0.65151, 0.24710, -0.45176)  -0.2170
H (-1.79788, -0.57902, 2.97137)  0.3296
H (-2.54209, 0.33378, 1.68326)  0.3340
H (-3.11424, -1.23157, 1.94192)  0.3591
H (-1.98158, -1.46611, 0.05290)  0.2802
H (-1.12099, -2.42075, 1.46760)  0.3021
H (0.51276, -1.46277, 0.09714)  0.3798
H (0.46568, -0.07224, 1.11464)  0.3619
H (1.52084, 1.09133, -2.77695)  0.2610
H (1.84563, 0.40408, -1.31986)  0.2414
H (-1.04241, 0.62418, -2.36657)  0.4651
H (-1.53449, 0.79476, -0.11514)  0.2829
H (2.75264, 0.73174, 1.18903)  0.3259
H (3.81130, 1.45570, 0.40462)  0.3288
O (2.84709, 1.13513, 0.29700)  -0.6602

Values from the calculation:
net charge: +1
highest occupied orbital energy: -14.30 eV
lowest unoccupied orbital energy: -0.14684 Eh
frontier orbital gap: 0.3786 Eh


# 2
Entry from the OMol25 dataset: a cluster of 2 separate species, C4H13N2O in total in a non-equilibrium geometry (ωB97M-V/def2-TZVPD).

Last column: Mulliken charge in e.
Geometry (Å):
C (-1.88104, -0.66723, 0.56508)  -1.3231
C (0.75666, -0.42947, -1.65731)  -1.3674
C (-0.74852, 0.35043, 0.23522)  0.5799
C (0.42704, -0.44400, -0.18884)  0.3643
N (0.96949, -1.31442, 0.58628)  -0.1464
N (-1.20032, 1.38218, -0.66677)  -0.5498
O (2.13624, 0.98948, 0.80932)  -0.5081
H (-1.64070, -1.17225, 1.45392)  0.4322
H (-2.10958, -1.45893, -0.23007)  0.2770
H (-2.76395, -0.09392, 0.77160)  0.4475
H (-0.17797, -0.37850, -2.30104)  0.3175
H (1.43294, -1.19036, -1.85955)  0.4848
H (1.40428, 0.43571, -1.78865)  0.3267
H (-0.38462, 0.80756, 1.25800)  0.0873
H (1.59761, -1.97001, 0.27371)  0.2267
H (0.66913, -1.41999, 1.58596)  0.2897
H (-2.17644, 1.48169, -0.50862)  0.2588
H (1.55909, 1.25159, 1.48819)  0.3083
H (-0.63422, 2.20638, -0.55575)  0.2142
H (2.76488, 1.63406, 0.72933)  0.2800

Values from the calculation:
net charge: +1
highest occupied orbital energy: -13.82 eV
lowest unoccupied orbital energy: -0.14103 Eh
frontier orbital gap: 0.3667 Eh


# 3
Entry from the OMol25 dataset: a cluster of 2 separate species, C4H13N2O in total in a non-equilibrium geometry (ωB97M-V/def2-TZVPD).

Last column: Mulliken charge in e.
Geometry (Å):
C (-0.40089, -1.81503, -0.58958)  -0.7324
C (-1.28856, -0.71884, 0.02253)  -0.5972
C (-0.59005, 0.01215, 1.15139)  -0.6723
C (-0.51904, 1.34790, 1.16237)  -0.0272
N (0.00613, 2.16121, 2.11906)  -0.4437
N (1.02375, -1.35180, -0.70459)  -0.1522
H (-0.68108, -2.07503, -1.59478)  0.3789
H (-0.44100, -2.71512, 0.03728)  0.3928
H (-1.66514, -0.02702, -0.74019)  0.3454
H (-2.14202, -1.26171, 0.43146)  0.3316
H (-0.26906, -0.64694, 1.94652)  0.4171
H (-1.00032, 1.86535, 0.34009)  0.4055
H (0.20849, 1.80521, 3.04411)  0.1978
H (0.04764, 3.15350, 1.99515)  0.1977
H (1.57192, -2.08504, -1.16207)  0.3949
H (1.05061, -0.49391, -1.30172)  0.2289
H (1.45135, -1.24105, 0.21571)  0.3680
H (0.83303, 1.67893, -1.45963)  0.2994
H (1.58673, 1.39276, -2.85827)  0.3119
O (1.21751, 1.01448, -2.05486)  -0.6448

Values from the calculation:
net charge: +1
highest occupied orbital energy: -11.74 eV
lowest unoccupied orbital energy: -0.10907 Eh
frontier orbital gap: 0.3225 Eh


# 4
Entry from the OMol25 dataset: a cluster of 2 separate species, C4H13N2O in total in a non-equilibrium geometry (ωB97M-V/def2-TZVPD).

Last column: Mulliken charge in e.
Geometry (Å):
C (-0.69059, 2.38952, -1.29220)  -0.9818
C (0.40003, 1.43727, -1.88208)  -0.5675
C (1.18958, 0.76182, -0.74263)  -0.5776
N (0.49464, -0.28096, 0.04721)  -0.1945
C (-0.71665, -0.75506, -0.08357)  0.2205
N (-1.08588, -1.80167, 0.62098)  -0.2168
H (-1.65009, 1.88642, -1.38380)  0.2738
H (-0.55057, 2.62098, -0.23447)  0.3138
H (-0.64153, 3.34069, -1.81094)  0.3398
H (-0.12456, 0.65001, -2.41536)  0.3764
H (1.17044, 1.98270, -2.41375)  0.3402
H (2.05521, 0.24271, -1.16462)  0.3415
H (1.57106, 1.49235, -0.03110)  0.3547
H (1.19464, -0.93269, 0.40107)  0.2637
H (-1.40230, -0.30808, -0.79078)  0.2965
H (-2.02537, -2.16293, 0.63652)  0.2665
H (-0.47039, -2.15551, 1.35444)  0.1652
H (0.08043, -3.49028, 3.74331)  0.3173
H (0.87281, -2.28317, 4.07025)  0.3097
O (0.32909, -2.63410, 3.37153)  -0.6414

Values from the calculation:
net charge: +1
highest occupied orbital energy: -14.76 eV
lowest unoccupied orbital energy: -0.11966 Eh
frontier orbital gap: 0.4229 Eh